[1]
# C34H59BN11ORu

C34H59BN11ORu as an isolated structure (ωB97M-V/def2-TZVPD, OMol25).

ORCA input file:
```
! RIJCOSX wB97M-V def2-TZVPD def2/J DEFGRID3
* xyz 2 2
Ru 0.343 -0.364 -0.085
C 1.310 4.978 -0.776
C 0.705 3.698 -1.208
C 0.189 3.420 -2.464
C -0.262 2.101 -2.419
N -0.044 1.618 -1.186
N 0.559 2.587 -0.457
B 0.888 2.501 1.049
N -0.343 2.065 1.848
N -0.947 0.845 1.822
C -1.893 0.852 2.777
C -1.892 2.110 3.402
C -0.899 2.848 2.793
C -0.509 4.243 3.108
C -2.926 -0.161 3.212
C -4.292 0.452 2.854
C -2.833 -1.560 2.593
C -2.831 -0.334 4.739
N 2.073 1.563 1.389
N 2.082 0.221 1.269
C 3.252 -0.243 1.734
C 3.996 0.840 2.202
C 3.226 1.971 1.965
C 3.604 3.377 2.237
C 3.698 -1.679 1.705
C 5.209 -1.768 1.937
C 2.984 -2.488 2.791
C 3.366 -2.266 0.330
C -0.813 1.390 -3.626
C 0.269 1.453 -4.716
C -2.079 2.103 -4.126
C -1.140 -0.071 -3.337
H 1.333 5.668 -1.616
H 0.735 5.440 0.024
H 2.324 4.831 -0.412
H 0.149 4.079 -3.307
H 1.186 3.577 1.400
H -2.528 2.441 4.193
H -1.173 4.648 3.865
H 0.511 4.281 3.486
H -0.570 4.881 2.229
H -4.354 0.637 1.783
H -5.097 -0.215 3.150
H -4.447 1.401 3.356
H -2.476 -1.535 1.568
H -2.203 -2.209 3.198
H -3.823 -2.010 2.600
H -3.018 0.593 5.270
H -3.573 -1.059 5.062
H -1.843 -0.693 5.025
H 4.968 0.817 2.651
H 4.626 3.414 2.604
H 3.535 3.976 1.332
H 2.957 3.832 2.985
H 5.459 -1.503 2.961
H 5.536 -2.790 1.766
H 5.747 -1.114 1.257
H 3.103 -2.025 3.766
H 1.929 -2.561 2.554
H 3.402 -3.491 2.834
H 3.986 -1.803 -0.434
H 3.550 -3.337 0.319
H 2.306 -2.070 0.101
H 0.456 2.478 -5.021
H 1.199 1.024 -4.345
H -0.051 0.895 -5.592
H -1.860 3.123 -4.426
H -2.477 1.571 -4.987
H -2.847 2.133 -3.354
H -0.308 -0.553 -2.814
H -2.038 -0.137 -2.729
H -1.326 -0.596 -4.272
O 0.052 -2.033 1.885
H -0.202 -1.416 2.582
H -0.585 -2.757 1.879
N 3.746 -0.326 -3.315
C 4.224 0.631 -2.473
C 3.278 0.786 -1.503
N 2.236 -0.065 -1.742
C 2.551 -0.716 -2.840
H 4.214 -0.672 -4.139
H 5.170 1.113 -2.612
H 3.300 1.458 -0.672
H 1.946 -1.459 -3.320
C -4.748 -2.375 -1.029
C -4.094 -1.017 -0.814
N -2.664 -1.199 -0.679
C -1.968 -2.237 -1.196
N -0.666 -2.263 -0.962
C 0.123 -3.404 -1.377
C -0.725 -4.644 -1.667
C -1.864 -4.212 -2.575
N -2.621 -3.182 -1.893
C -4.036 -3.071 -2.178
H -5.801 -2.249 -1.271
H -4.675 -2.981 -0.125
H -4.477 -0.552 0.096
H -4.318 -0.351 -1.656
H -2.105 -0.450 -0.262
H 0.852 -3.616 -0.588
H 0.689 -3.144 -2.282
H -1.128 -5.057 -0.742
H -0.117 -5.410 -2.146
H -2.529 -5.044 -2.803
H -1.472 -3.823 -3.524
H -4.433 -4.077 -2.320
H -4.188 -2.520 -3.113
*
```

## Properties
total energy = -2127.83775 a.u.
gap between HOMO and LUMO (spin up / spin down) = 6.06 / 6.25 eV
expectation value of S² = 0.78

Mulliken population analysis, charges in e, atoms 1 to 6:
1. Ru 2.06
2. C -1.34
3. C 0.50
4. C -1.27
5. C -0.68
6. N 0.63

[2]
# C34H59NO11P2

A 3-piece molecular cluster, C34H59NO11P2 overall (ωB97M-V/def2-TZVPD, OMol25).

ORCA input file:
```
! RIJCOSX wB97M-V def2-TZVPD def2/J DEFGRID3
* xyz 0 1
C 5.491 -4.070 3.753
C 5.674 -2.911 3.134
C 5.994 -1.375 2.687
C 7.239 -1.261 1.666
C 6.950 -1.807 0.173
C 5.424 -1.669 -0.315
C 4.506 -2.978 -0.483
C 3.027 -2.734 -0.969
C 1.913 -3.924 -1.161
C 0.581 -3.401 -0.399
C -0.444 -4.564 0.055
C -1.939 -3.921 0.006
C -2.868 -4.279 1.278
C -3.951 -3.048 1.407
C -4.869 -2.859 0.094
C -5.680 -1.431 0.142
O -6.871 -1.542 0.965
C -7.669 -0.356 0.693
C 2.468 -1.260 -1.281
C 3.348 0.032 -1.115
C 4.824 -0.250 -0.625
C 5.443 1.227 -0.520
O 6.630 1.541 -0.191
N 4.340 2.201 -0.849
C 3.035 1.593 -1.311
O 1.992 2.208 -1.699
H 5.237 -4.894 4.529
H 6.291 -0.769 3.639
H 5.033 -0.843 2.291
H 8.124 -1.836 2.151
H 7.476 -0.122 1.555
H 7.242 -2.928 0.033
H 7.592 -1.197 -0.589
H 4.896 -4.046 -0.233
H 1.730 -4.068 -2.306
H 2.358 -4.893 -0.730
H 0.024 -2.710 -1.147
H 0.916 -2.835 0.562
H -0.395 -5.508 -0.631
H -0.261 -4.959 1.138
H -2.481 -4.108 -1.011
H -1.778 -2.762 0.038
H -3.381 -5.286 1.066
H -2.265 -4.329 2.269
H -4.586 -3.179 2.379
H -3.323 -2.082 1.571
H -5.586 -3.768 0.053
H -4.299 -2.847 -0.904
H -5.908 -1.193 -0.980
H -4.926 -0.625 0.487
H -7.398 0.500 1.428
H -7.549 0.075 -0.368
H -8.778 -0.626 0.828
H 1.373 -1.107 -1.644
H 4.063 2.633 0.055
O -4.652 -0.939 -4.235
P -4.610 -0.181 -5.570
O -4.333 -1.510 -6.516
C -5.429 -2.367 -6.795
C -6.304 -1.789 -7.892
O -3.030 0.314 -5.433
C -2.489 0.635 -4.158
C -1.627 -0.509 -3.658
O -4.622 0.726 -7.032
C -5.267 1.997 -6.952
C -4.445 2.997 -6.160
H -6.011 -2.549 -5.887
H -5.017 -3.325 -7.123
H -6.801 -0.876 -7.551
H -7.073 -2.505 -8.191
H -5.706 -1.524 -8.766
H -3.278 0.884 -3.443
H -1.873 1.531 -4.277
H -2.186 -1.446 -3.615
H -1.231 -0.290 -2.663
H -0.786 -0.676 -4.340
H -6.261 1.874 -6.511
H -5.398 2.359 -7.975
H -4.409 2.723 -5.102
H -4.879 3.998 -6.234
H -3.414 3.029 -6.522
O 4.348 4.990 4.751
P 2.926 4.570 5.151
O 3.341 3.918 6.613
C 3.608 4.807 7.687
C 2.318 5.319 8.299
O 2.917 3.154 4.282
C 3.601 3.074 3.039
C 4.920 2.345 3.218
O 1.301 4.172 5.553
C 0.303 4.890 4.827
C 0.218 4.434 3.383
H 4.234 5.638 7.347
H 4.174 4.250 8.437
H 1.779 5.958 7.593
H 2.522 5.903 9.201
H 1.654 4.490 8.556
H 3.748 4.066 2.601
H 2.964 2.511 2.348
H 5.547 2.825 3.971
H 5.473 2.305 2.275
H 4.743 1.321 3.563
H 0.512 5.963 4.885
H -0.653 4.709 5.326
H 1.116 4.722 2.828
H -0.644 4.886 2.885
H 0.135 3.346 3.321
*
```

## Properties
total energy = -2895.51010 a.u.
gap between HOMO and LUMO = 7.11 eV
structure (SMILES) = C#CCCCc1cc(CCCCCCCCOC)cc2c1C(=O)NC2=O.CCOP(=O)(OCC)OCC.CCOP(=O)(OCC)OCC

Mulliken population analysis, charges in e, atoms 1 to 6:
1. C -0.42
2. C -0.43
3. C 0.01
4. C -0.56
5. C -0.82
6. C 0.72

[3]
# C34H60F5NO17S3V

C34H60F5NO17S3V as an isolated structure (ωB97M-V/def2-TZVPD, OMol25).

ORCA input file:
```
! RIJCOSX wB97M-V def2-TZVPD def2/J DEFGRID3
* xyz -2 4
V 11.102 -9.233 -9.611
N 10.432 -7.337 -10.176
S 9.848 -6.670 -11.488
O 10.622 -5.656 -12.190
O 8.425 -6.568 -11.687
F 10.146 -7.960 -12.355
S 10.181 -5.961 -9.282
O 8.933 -6.012 -8.566
O 10.739 -4.692 -9.650
F 11.131 -6.469 -8.057
C 14.309 -9.122 -13.329
F 13.713 -8.486 -14.324
F 15.178 -10.018 -13.849
F 14.978 -8.281 -12.550
S 13.004 -10.196 -12.377
O 12.650 -9.283 -11.261
O 11.871 -10.291 -13.292
O 13.637 -11.458 -12.048
C 10.149 -11.618 -10.472
O 9.733 -10.498 -10.967
O 11.050 -11.424 -9.545
O 10.233 -12.590 -11.279
C 14.542 -5.523 -9.292
C 15.145 -5.351 -8.054
C 15.245 -4.123 -7.440
C 14.647 -3.005 -8.040
C 14.005 -3.168 -9.265
C 13.976 -4.405 -9.883
H 14.405 -6.517 -9.695
H 15.678 -6.212 -7.663
H 15.764 -4.081 -6.491
H 14.743 -2.099 -7.455
H 13.439 -2.335 -9.663
H 13.434 -4.567 -10.807
C 5.383 -10.355 -8.360
C 4.689 -9.801 -7.278
C 4.908 -8.494 -6.864
C 5.763 -7.671 -7.600
C 6.350 -8.187 -8.741
C 6.305 -9.537 -9.030
H 5.352 -11.395 -8.653
H 3.947 -10.448 -6.825
H 4.485 -8.065 -5.965
H 6.004 -6.657 -7.308
H 6.980 -7.626 -9.423
H 6.856 -9.900 -9.891
C 9.327 -5.972 -4.329
C 10.648 -5.600 -4.261
C 11.189 -4.617 -5.111
C 10.384 -4.033 -6.061
C 9.032 -4.360 -6.135
C 8.505 -5.255 -5.206
H 8.954 -6.725 -3.647
H 11.314 -6.004 -3.507
H 12.223 -4.325 -4.987
H 10.718 -3.225 -6.702
H 8.174 -4.086 -6.734
H 7.441 -5.435 -5.302
C 6.787 -3.979 -9.855
C 5.733 -2.894 -10.157
O 4.857 -3.408 -11.140
H 6.294 -4.815 -9.363
H 7.603 -3.483 -9.324
H 7.239 -4.389 -10.761
H 6.261 -1.960 -10.387
H 5.049 -2.730 -9.320
H 5.370 -3.438 -11.967
C 10.027 0.069 -9.111
C 9.572 -1.133 -9.965
O 10.757 -1.894 -10.180
H 10.383 -0.154 -8.107
H 9.246 0.839 -9.078
H 10.854 0.614 -9.577
H 9.160 -0.832 -10.929
H 8.755 -1.581 -9.395
H 10.646 -2.759 -9.755
C 5.336 -7.450 -12.818
C 4.944 -6.168 -13.521
O 5.004 -6.346 -14.949
H 4.634 -8.241 -13.078
H 5.354 -7.186 -11.759
H 6.358 -7.697 -13.102
H 5.668 -5.400 -13.234
H 3.968 -5.816 -13.170
H 4.611 -5.524 -15.264
C 12.741 -5.000 -16.739
C 11.761 -4.778 -15.600
O 11.200 -5.973 -15.061
H 13.536 -5.720 -16.525
H 13.307 -4.076 -16.888
H 12.325 -5.363 -17.679
H 10.909 -4.139 -15.858
H 12.268 -4.293 -14.758
H 11.177 -5.837 -14.104
C 8.810 -10.613 -6.696
C 10.027 -9.721 -6.449
O 10.133 -8.877 -7.600
H 7.896 -10.071 -6.447
H 8.935 -11.529 -6.107
H 8.698 -10.994 -7.710
H 10.961 -10.290 -6.407
H 9.948 -9.144 -5.525
H 10.127 -7.958 -7.311
C 15.096 -9.358 -7.567
C 13.606 -9.547 -7.697
O 12.937 -8.390 -8.177
H 15.548 -9.252 -8.559
H 15.536 -10.197 -7.031
H 15.372 -8.376 -7.174
H 13.193 -9.855 -6.723
H 13.323 -10.446 -8.254
H 12.785 -7.820 -7.417
C 8.741 -3.225 -14.057
C 7.574 -2.340 -13.657
O 6.393 -3.123 -13.471
H 9.488 -2.651 -14.608
H 8.554 -4.118 -14.660
H 9.189 -3.662 -13.160
H 7.406 -1.630 -14.478
H 7.805 -1.711 -12.800
H 6.307 -3.611 -14.296
*
```

## Properties
total energy = -5303.23734 a.u.
gap between HOMO and LUMO (spin up / spin down) = 4.91 / 4.94 eV
expectation value of S² = 3.76

Mulliken population analysis, charges in e, atoms 1 to 6:
1. V 1.67
2. N 1.53
3. S 0.09
4. O -0.52
5. O -0.41
6. F -0.33

no.,molecular weight (g mol⁻¹),largest force on an atom (eV Å⁻¹)
1,749.8,2.307
2,719.8,9.717
3,997.0,9.102